[1]
Molecular formula: C4H10N
Method: DFT, ωB97M-V/def2-TZVPD

```
15
Properties=species:S:1:pos:R:3
C 0.424 -1.109 0.442
N 1.212 0.072 0.113
C 0.417 0.988 -0.703
C -1.023 0.814 -0.139
C -1.076 -0.667 0.166
H 0.348 -1.506 1.489
H 0.717 -1.997 -0.081
H 1.605 0.606 0.895
H 2.095 -0.056 -0.345
H 0.684 2.090 -0.469
H 0.285 0.686 -1.779
H -1.685 0.958 -0.949
H -0.960 1.443 0.751
H -1.475 -0.925 1.197
H -1.567 -1.397 -0.589
```

Output
2S+1 = 2
E = -5776.1648 eV
HOMO energy (spin up / spin down) = -23.046 / -22.618 eV
total charge = +2
orbital gap (spin up / spin down) = 14.83 / 6.33 eV
lowest unoccupied orbital energy (spin up / spin down) = -8.22 / -16.29 eV

Results of the Löwdin charge analysis, in e, for atoms 1 through 5: -0.029 0.088 -0.010 -0.019 -0.005

=====

[2]
Molecular formula: C4H10N
Method: DFT, ωB97M-V/def2-TZVPD

```
15
Properties=species:S:1:pos:R:3
C 1.160 -1.388 -1.208
C 1.209 -0.864 0.173
C -0.188 -0.335 0.530
C -0.523 0.938 -0.013
N -1.601 1.639 0.645
H 0.104 -1.485 -1.485
H 1.627 -0.607 -1.800
H 1.554 -2.451 -1.193
H 1.477 -1.706 0.836
H 1.790 0.035 0.312
H -1.035 -0.901 1.047
H 0.306 1.644 -0.382
H -1.922 1.179 1.549
H -2.467 1.682 0.049
H -1.492 2.620 0.942
```

Output
2S+1 = 2
E = -5777.0995 eV
HOMO energy (spin up / spin down) = -21.303 / -21.323 eV
total charge = +2
orbital gap (spin up / spin down) = 10.47 / 7.12 eV
lowest unoccupied orbital energy (spin up / spin down) = -10.83 / -14.20 eV

Results of the Löwdin charge analysis, in e, for atoms 1 through 5: -0.004 -0.197 0.153 0.091 0.224

=====

[3]
Molecular formula: C4H10N2
Method: DFT, ωB97M-V/def2-TZVPD

```
16
Properties=species:S:1:pos:R:3
C 1.441 -1.571 -0.826
C 0.920 -2.810 -0.489
N -0.472 -3.226 -0.243
H 0.840 -0.686 -0.950
H 2.419 -1.595 -1.162
H 1.562 -3.698 -0.229
H -1.111 -2.359 -0.363
H -0.524 -3.608 0.733
C -0.215 3.091 1.214
C -1.105 1.759 -0.635
N -0.970 2.779 0.045
H -1.041 3.363 1.926
H 0.350 2.289 1.731
H 0.299 4.032 1.173
H -1.433 1.693 -1.650
H -0.957 0.547 -0.276
```

Output
2S+1 = 2
E = -7285.9061 eV
HOMO energy (spin up / spin down) = 1.213 / -5.038 eV
total charge = -1
orbital gap (spin up / spin down) = 2.88 / 8.99 eV
lowest unoccupied orbital energy (spin up / spin down) = 4.10 / 3.95 eV

Results of the Löwdin charge analysis, in e, for atoms 1 through 5: -0.079 -0.387 -0.109 -0.008 -0.014

=====

[4]
Molecular formula: C4H10N2
Method: DFT, ωB97M-V/def2-TZVPD

```
16
Properties=species:S:1:pos:R:3
C -0.198 1.681 -0.289
C -0.227 0.642 0.826
C 0.286 -0.699 0.344
C -0.522 -1.762 0.330
N -0.388 -3.010 -0.277
N 1.183 1.980 -0.687
H -0.652 1.241 -1.179
H -0.743 2.574 0.018
H -1.286 0.515 1.064
H 0.368 0.949 1.693
H 1.350 -0.770 0.129
H -1.508 -1.603 0.752
H 0.547 -3.326 -0.452
H -1.180 -3.341 -0.790
H 1.733 2.402 0.053
H 1.237 2.528 -1.536
```

Output
SMILES string = N/C=C/CCN
2S+1 = 1
E = -7289.4434 eV
HOMO energy = -7.836 eV
orbital gap = 9.06 eV
lowest unoccupied orbital energy = 1.23 eV

Results of the Löwdin charge analysis, in e, for atoms 1 through 5: -0.300 -0.227 -0.135 -0.234 0.030

=====

[5]
Molecular formula: C4H10N2
Method: DFT, ωB97M-V/def2-TZVPD

```
16
Properties=species:S:1:pos:R:3
C 2.239 0.242 -0.148
C -0.142 -0.160 0.391
C -1.321 -0.995 0.052
C -1.009 1.066 0.055
H 3.064 -0.049 -0.839
H 2.051 1.292 -0.230
H 2.658 0.262 0.834
H 1.157 -1.505 -0.167
H 0.059 -0.312 1.511
H -0.976 -1.769 -0.733
H -1.917 -1.559 0.799
H -3.009 0.346 -0.606
H -1.335 1.671 0.850
H -0.594 1.801 -0.729
N 1.024 -0.526 -0.476
N -1.951 0.197 -0.566
```

Output
SMILES string = CNC1CNC1
2S+1 = 1
E = -7288.0650 eV
HOMO energy = -8.325 eV
orbital gap = 9.44 eV
lowest unoccupied orbital energy = 1.12 eV

Results of the Löwdin charge analysis, in e, for atoms 1 through 5: -0.141 -0.356 -0.204 -0.205 0.087

=====

[6]
Molecular formula: C4H10N2
Method: DFT, ωB97M-V/def2-TZVPD

```
16
Properties=species:S:1:pos:R:3
C 0.531 0.352 -0.107
C 0.454 0.728 1.355
C 1.934 0.160 -0.633
C -1.275 -1.114 -0.475
N -2.267 -0.213 -0.444
N -0.116 -1.386 -0.270
H 0.000 1.087 -0.725
H -2.775 0.110 -1.254
H -2.894 -0.154 0.352
H -1.784 -2.404 -0.691
H 2.439 -0.619 -0.064
H -0.573 0.880 1.685
H 0.920 -0.047 1.964
H 0.991 1.665 1.539
H 2.501 1.092 -0.551
H 1.913 -0.137 -1.681
```

Output
2S+1 = 1
E = -7287.0018 eV
HOMO energy = -8.152 eV
orbital gap = 9.06 eV
lowest unoccupied orbital energy = 0.91 eV

Results of the Löwdin charge analysis, in e, for atoms 1 through 5: -0.331 -0.107 -0.122 -0.504 0.046

=====

[7]
Molecular formula: C4H10N2
Method: DFT, ωB97M-V/def2-TZVPD

```
16
Properties=species:S:1:pos:R:3
C -0.828 -1.101 -2.479
C 0.297 -0.867 -1.483
C -0.228 -0.322 -0.155
N -0.415 1.624 1.862
C 0.616 0.725 1.752
N 0.866 -0.066 0.787
H -1.779 -1.473 -2.082
H -0.531 -1.802 -3.258
H -1.128 -0.142 -2.914
H 1.071 -0.261 -1.963
H 0.890 -1.773 -1.308
H -0.696 0.628 -0.436
H -0.867 -1.115 0.226
H -0.511 2.185 2.684
H -1.216 1.474 1.288
H 1.128 0.493 2.686
```

Output
SMILES string = CCC/N=C\N
2S+1 = 1
E = -7289.5785 eV
HOMO energy = -8.861 eV
orbital gap = 9.87 eV
lowest unoccupied orbital energy = 1.01 eV

Results of the Löwdin charge analysis, in e, for atoms 1 through 5: -0.130 -0.280 -0.267 0.089 -0.319

=====

[8]
Molecular formula: C4H10N2
Method: DFT, ωB97M-V/def2-TZVPD

```
16
Properties=species:S:1:pos:R:3
C -1.588 -0.431 -1.219
C 0.214 2.002 -1.652
N 0.753 2.202 -0.665
H 0.410 1.074 0.948
H -0.202 1.892 -2.622
H -0.796 -0.709 -1.903
H -2.208 0.348 -1.646
H -2.205 -1.311 -1.062
N -0.029 0.342 1.515
C 0.769 -0.780 1.705
C 1.745 -1.152 0.885
H -1.163 -0.157 -0.209
H -0.418 0.733 2.359
H 0.464 -1.404 2.535
H 2.049 -0.531 0.058
H 2.204 -2.119 0.973
```

Output
SMILES string = C=CN.C#N.C
2S+1 = 1
E = -7288.7734 eV
HOMO energy = -8.107 eV
orbital gap = 9.08 eV
lowest unoccupied orbital energy = 0.97 eV

Results of the Löwdin charge analysis, in e, for atoms 1 through 5: -0.075 -0.053 0.084 0.020 0.066

=====

[9]
Molecular formula: C4H10N2
Method: DFT, ωB97M-V/def2-TZVPD

```
16
Properties=species:S:1:pos:R:3
C 0.935 -1.102 -0.527
C 0.617 -0.314 0.760
C -0.569 0.580 0.575
C -0.514 1.882 0.339
N -1.786 -0.086 0.820
N 0.924 -0.234 -1.755
H 0.151 -1.838 -0.725
H 1.898 -1.599 -0.519
H 0.469 -1.137 1.471
H 1.525 0.170 1.110
H -1.245 2.657 0.488
H 0.511 2.207 0.170
H -1.776 -0.840 1.478
H -2.625 0.451 0.842
H 1.478 -0.739 -2.423
H 0.007 -0.058 -2.102
```

Output
SMILES string = C=C(N)CCN
2S+1 = 1
E = -7289.4484 eV
HOMO energy = -8.088 eV
orbital gap = 9.17 eV
lowest unoccupied orbital energy = 1.08 eV

Results of the Löwdin charge analysis, in e, for atoms 1 through 5: -0.257 -0.162 -0.450 0.020 0.085

=====

[10]
Molecular formula: C4H10N2
Method: DFT, ωB97M-V/def2-TZVPD

```
16
Properties=species:S:1:pos:R:3
C 2.064 -0.588 0.108
C 1.020 -0.436 -0.994
C -0.136 0.532 -0.737
N -0.846 0.277 0.497
C -2.187 0.478 0.604
N -2.896 0.394 1.665
H 2.135 0.272 0.777
H 3.026 -0.697 -0.386
H 1.801 -1.422 0.756
H 1.514 0.062 -1.841
H 0.682 -1.352 -1.478
H -0.848 0.527 -1.562
H 0.278 1.546 -0.788
H -0.378 0.203 1.387
H -2.740 0.468 -0.339
H -2.490 -0.264 2.332
```

Output
SMILES string = [H]/N=C\NCCC
2S+1 = 1
E = -7289.3792 eV
HOMO energy = -8.528 eV
orbital gap = 9.49 eV
lowest unoccupied orbital energy = 0.96 eV

Results of the Löwdin charge analysis, in e, for atoms 1 through 5: -0.109 -0.254 -0.230 -0.007 -0.352

=====

[11]
Molecular formula: C4H10N2
Method: DFT, ωB97M-V/def2-TZVPD

```
16
Properties=species:S:1:pos:R:3
C 1.091 0.184 -1.160
C 0.742 -0.739 0.018
C -0.357 -0.181 0.886
C -1.525 -0.803 0.985
N -0.083 1.045 1.460
N -0.039 0.651 -1.970
H 1.563 1.074 -0.743
H 1.825 -0.280 -1.812
H 1.672 -0.949 0.554
H 0.403 -1.716 -0.333
H -2.361 -0.470 1.602
H -1.745 -1.736 0.487
H 0.860 1.291 1.701
H -0.810 1.518 1.967
H -0.611 -0.141 -2.239
H -0.625 1.254 -1.405
```

Output
SMILES string = C=C(N)CCN
2S+1 = 1
E = -7289.9257 eV
HOMO energy = -8.258 eV
orbital gap = 9.28 eV
lowest unoccupied orbital energy = 1.02 eV

Results of the Löwdin charge analysis, in e, for atoms 1 through 5: -0.289 -0.168 -0.466 0.013 0.096

=====

[12]
Molecular formula: C4H10N2
Method: DFT, ωB97M-V/def2-TZVPD

```
16
Properties=species:S:1:pos:R:3
C 0.595 -0.558 -1.331
C 0.905 0.186 -0.007
C -0.200 0.211 1.042
C -0.380 1.308 1.773
N -0.806 -1.063 1.316
N -0.137 0.216 -2.384
H 0.081 -1.479 -1.082
H 1.546 -0.797 -1.793
H 1.714 -0.392 0.459
H 1.309 1.167 -0.275
H -0.930 1.329 2.702
H 0.127 2.215 1.469
H -0.240 -1.615 1.938
H -1.047 -1.487 0.438
H -0.380 -0.396 -3.148
H -0.944 0.620 -1.928
```

Output
SMILES string = C=C(N)CCN
2S+1 = 1
E = -7289.3388 eV
HOMO energy = -9.107 eV
orbital gap = 10.05 eV
lowest unoccupied orbital energy = 0.94 eV

Results of the Löwdin charge analysis, in e, for atoms 1 through 5: -0.281 -0.162 -0.416 0.046 0.061

=====

Q: What is the E in the eighth record?
A: -7288.7734 eV

=====

Q: Which formula does entry 8 have?
A: C4H10N2

=====

Q: Number 2 is which compound?
A: C4H10N